Entry 1:
DFT (the ωB97M-V functional and the def2-TZVPD basis) results for one molecule with the formula C3HBrF7O2PS.

Electronic energy, eV: -116410.292
Kohn-Sham gap, eV: 10.164
Lowest unoccupied orbital energy, Eh: -0.0138
Structure (SMILES): O=S(=O)(PBr)C(F)(F)C(F)(F)C(F)(F)F
HOMO level, eV: -10.54
Energy relative to the best compared isomer or geometry (same formula, charge and spin), kcal per mole: 0.0
Spin multiplicity: 1

Each line ends with the Mulliken charge.
Positions of all 16 atoms, in Å:
O -1.58 -1.69 -1.49  -0.568
S -0.81 -0.50 -1.73  1.009
O -1.18 0.42 -2.77  -0.591
P 1.19 -1.05 -2.35  0.100
Br 1.87 -2.55 -0.89  -0.111
C -0.96 0.59 -0.19  0.500
F -0.31 1.74 -0.47  -0.252
F -2.28 0.83 -0.13  -0.245
C -0.49 0.03 1.19  0.588
F -1.43 0.34 2.12  -0.288
F -0.37 -1.32 1.13  -0.224
C 0.84 0.63 1.73  0.653
F 0.72 1.93 1.94  -0.241
F 1.84 0.44 0.87  -0.207
F 1.15 0.05 2.87  -0.240
H 1.80 0.11 -1.82  0.119


Entry 2:
DFT (the ωB97M-V functional and the def2-TZVPD basis) results for C3HBrI2O as an isolated structure in a non-equilibrium geometry.

Electronic energy, eV: -91412.968
Kohn-Sham gap (alpha / beta), eV: 7.662 / 6.659
Lowest unoccupied orbital energy (alpha / beta), Eh: -0.0137 / -0.0818
HOMO level (alpha / beta), eV: -8.04 / -8.88
Energy relative to the best compared isomer or geometry (same formula, charge and spin), kcal per mole: 0.0
⟨S²⟩: 2.014
Spin multiplicity: 3

Each line ends with the Mulliken charge.
Positions of all 8 atoms, in Å:
C -2.44 -0.80 -0.20  0.646
C -1.49 0.06 0.02  -0.940
C -0.48 -2.52 -0.90  -0.197
O -3.32 -1.54 -0.30  -0.327
Br 1.24 -2.08 -0.23  -0.047
I -1.02 0.45 1.99  0.140
I -1.23 -4.38 -0.42  0.190
H -1.05 0.66 -0.69  0.534


Entry 3:
DFT (the ωB97M-V functional and the def2-TZVPD basis) results for an isolated ion of composition C3HBrNO3 and charge -1 in a non-equilibrium geometry.

Electronic energy, eV: -80802.856
Kohn-Sham gap, eV: 7.511
Lowest unoccupied orbital energy, Eh: 0.1274
Structure (SMILES): O=c1[nH]oc([O-])c1Br
HOMO level, eV: -4.05
Total charge: -1
Energy relative to the best compared isomer or geometry (same formula, charge and spin), kcal per mole: 0.0
Spin multiplicity: 1

Each line ends with the Mulliken charge.
Positions of all 9 atoms, in Å:
O -1.25 1.97 0.25  -0.689
C -1.27 0.75 0.28  0.444
N -0.02 -0.04 0.38  -0.205
O -0.35 -1.41 0.25  -0.279
C -1.78 -1.51 0.06  0.586
O -2.39 -2.58 0.06  -0.663
C -2.27 -0.18 0.02  -0.188
Br -4.11 0.30 -0.05  -0.223
H 0.59 0.06 -0.42  0.218


Entry 4:
DFT (the ωB97M-V functional and the def2-TZVPD basis) results for C3HCdFO2 as an isolated structure in a non-equilibrium geometry.

Electronic energy, eV: -14479.816
Kohn-Sham gap, eV: 6.527
Lowest unoccupied orbital energy, Eh: -0.4753
HOMO level, eV: -19.46
Total charge: +2
Energy relative to the best compared isomer or geometry (same formula, charge and spin), kcal per mole: 0.0
Spin multiplicity: 1

Each line ends with the Mulliken charge.
Positions of all 8 atoms, in Å:
H 1.71 0.90 0.89  0.340
O -0.18 -0.13 1.16  -0.101
O -0.36 -0.42 -0.93  -0.095
C 0.63 0.82 0.59  -0.086
C 0.53 0.60 -0.73  0.425
C -0.82 -0.79 0.24  0.599
F 0.80 1.32 -1.76  -0.121
Cd -2.32 -2.29 0.54  1.038


Entry 5:
DFT (the ωB97M-V functional and the def2-TZVPD basis) results for one molecule with the formula C3HCl3O in a non-equilibrium geometry.

Electronic energy, eV: -42737.805
Kohn-Sham gap, eV: 10.110
Lowest unoccupied orbital energy, Eh: 0.0144
Structure (SMILES): OC#CC(Cl)(Cl)Cl
HOMO level, eV: -9.72
Energy relative to the best compared isomer or geometry (same formula, charge and spin), kcal per mole: 83.8
Spin multiplicity: 1

Each line ends with the Mulliken charge.
Positions of all 8 atoms, in Å:
O -0.22 0.52 0.38  -0.502
C -0.61 -0.69 0.62  0.625
C -0.84 -1.78 1.07  -0.676
C -1.62 -3.44 1.36  0.464
Cl -3.33 -3.14 1.55  -0.089
Cl -0.90 -4.08 2.81  -0.089
Cl -1.26 -4.40 -0.05  -0.090
H 0.47 0.55 -0.30  0.357


Entry 6:
DFT (the ωB97M-V functional and the def2-TZVPD basis) results for a 2-piece molecular cluster, C3HCl5N overall in a non-equilibrium geometry.

Electronic energy, eV: -67216.576
Kohn-Sham gap (alpha / beta), eV: 8.202 / 4.485
Lowest unoccupied orbital energy (alpha / beta), Eh: -0.1935 / -0.2665
HOMO level (alpha / beta), eV: -13.47 / -11.74
Total charge: +1
Energy relative to the best compared isomer or geometry (same formula, charge and spin), kcal per mole: 48.4
Spin multiplicity: 1

Each line ends with the Mulliken charge.
Positions of all 10 atoms, in Å:
C -0.66 1.05 0.64  -0.204
C 1.68 0.55 0.98  0.494
C -0.48 -1.32 -1.46  0.397
N 0.59 1.11 0.86  -0.014
Cl 3.19 0.57 1.51  0.030
Cl -2.02 -0.84 -1.71  -0.012
Cl -1.63 0.55 2.06  -0.058
Cl 0.63 -1.03 -2.73  -0.030
Cl -0.10 -2.55 -0.35  -0.001
H -1.18 1.91 0.21  0.398


Entry 7:
DFT (the ωB97M-V functional and the def2-TZVPD basis) results for one molecule with the formula C3HClFN in a non-equilibrium geometry.

Electronic energy, eV: -19855.622
Kohn-Sham gap, eV: 10.664
Lowest unoccupied orbital energy, Eh: 0.0106
Structure (SMILES): N#C/C(Cl)=C/F
HOMO level, eV: -10.37
Energy relative to the best compared isomer or geometry (same formula, charge and spin), kcal per mole: 8.9
Spin multiplicity: 1

Each line ends with the Mulliken charge.
Positions of all 7 atoms, in Å:
N 0.54 -0.67 2.38  -0.347
C 0.17 -0.56 1.29  0.158
C -0.09 -0.41 -0.08  0.264
Cl -0.70 -1.72 -0.90  -0.141
C -0.01 0.76 -0.65  -0.057
F -0.33 0.95 -1.94  -0.222
H 0.41 1.65 -0.11  0.345


Entry 8:
DFT (the ωB97M-V functional and the def2-TZVPD basis) results for one molecule with the formula C3HClINS in a non-equilibrium geometry.

Electronic energy, eV: -36074.897
Kohn-Sham gap, eV: 8.995
Lowest unoccupied orbital energy, Eh: 0.0093
Structure (SMILES): Clc1ncsc1I
HOMO level, eV: -8.74
Energy relative to the best compared isomer or geometry (same formula, charge and spin), kcal per mole: 0.0
Spin multiplicity: 1

Each line ends with the Mulliken charge.
Positions of all 8 atoms, in Å:
Cl 2.95 2.72 -0.06  -0.169
C 2.14 1.27 0.11  0.233
N 0.82 1.26 0.07  -0.468
C 0.36 0.05 0.00  -0.007
S 1.58 -1.18 -0.08  -0.101
C 2.80 -0.03 0.09  -0.075
I 4.80 -0.39 -0.02  0.235
H -0.71 -0.22 -0.17  0.352


Entry 9:
DFT (the ωB97M-V functional and the def2-TZVPD basis) results for an isolated ion of composition C3HClNO3 and charge -1 in a non-equilibrium geometry.

Electronic energy, eV: -23277.760
Kohn-Sham gap (alpha / beta), eV: 5.117 / 7.678
Lowest unoccupied orbital energy (alpha / beta), Eh: 0.0765 / 0.1402
HOMO level (alpha / beta), eV: -3.04 / -3.86
Total charge: -1
Energy relative to the best compared isomer or geometry (same formula, charge and spin), kcal per mole: 116.9
Spin multiplicity: 1

Each line ends with the Mulliken charge.
Positions of all 9 atoms, in Å:
C -1.40 0.89 0.09  -0.680
C -0.68 0.13 -0.90  0.778
C 1.53 -0.08 1.42  0.022
N 0.12 -0.87 -0.37  0.008
O -0.83 0.11 -2.14  -0.710
O 1.88 -0.25 2.57  -0.368
O 0.55 -0.97 0.93  -0.125
Cl -1.85 2.42 -0.55  -0.173
H 0.69 -1.38 -1.04  0.247


Entry 10:
DFT (the ωB97M-V functional and the def2-TZVPD basis) results for a 2-piece molecular cluster, C3HClO2S overall in a non-equilibrium geometry.

Electronic energy, eV: -30571.575
Kohn-Sham gap (alpha / beta), eV: 6.741 / 6.741
Lowest unoccupied orbital energy (alpha / beta), Eh: -0.1134 / -0.1134
HOMO level (alpha / beta), eV: -9.83 / -9.83
Energy relative to the best compared isomer or geometry (same formula, charge and spin), kcal per mole: 38.9
Spin multiplicity: 1

Each line ends with the Mulliken charge.
Positions of all 8 atoms, in Å:
C -1.94 -0.06 0.06  0.380
C -2.55 -0.57 1.06  -0.257
C -1.04 0.61 -0.54  -0.324
O 1.73 0.80 1.20  -0.417
O 2.19 0.12 -1.10  -0.466
S 1.39 -0.06 0.11  0.836
Cl 1.27 -2.08 0.59  -0.119
H -1.06 1.24 -1.37  0.367


Entry 11:
DFT (the ωB97M-V functional and the def2-TZVPD basis) results for C3HCuO2 as an isolated structure in a non-equilibrium geometry.

Electronic energy, eV: -51855.149
Kohn-Sham gap (alpha / beta), eV: 6.144 / 6.143
Lowest unoccupied orbital energy (alpha / beta), Eh: -0.0857 / -0.0857
HOMO level (alpha / beta), eV: -8.48 / -8.48
Energy relative to the best compared isomer or geometry (same formula, charge and spin), kcal per mole: 65.1
Spin multiplicity: 1

Each line ends with the Mulliken charge.
Positions of all 7 atoms, in Å:
C 0.05 -0.47 0.59  -0.024
O 0.80 -0.18 -0.35  -0.406
O -1.18 0.24 0.50  -0.197
C -1.43 0.96 -0.59  -0.134
C -0.87 1.34 -1.63  -0.182
H -0.66 1.49 -2.67  0.342
Cu 2.26 -1.41 1.31  0.601


Entry 12:
DFT (the ωB97M-V functional and the def2-TZVPD basis) results for a 2-piece molecular cluster, C3HF3O overall in a non-equilibrium geometry.

Electronic energy, eV: -13322.829
Kohn-Sham gap, eV: 11.103
Lowest unoccupied orbital energy, Eh: 0.0253
Structure (SMILES): FC#CF.O=CF
HOMO level, eV: -10.41
Energy relative to the best compared isomer or geometry (same formula, charge and spin), kcal per mole: 83.0
Spin multiplicity: 1

Each line ends with the Mulliken charge.
Positions of all 8 atoms, in Å:
F -2.35 0.92 -0.61  -0.262
C -1.53 0.95 0.34  0.279
C -0.73 0.91 1.26  0.237
F 0.20 0.95 2.13  -0.247
O 2.07 -0.92 -0.03  -0.404
C 1.18 -0.93 -0.81  0.234
F 0.08 -1.56 -0.57  -0.177
H 1.08 -0.32 -1.70  0.341


Repeat the eighth record exactly.
DFT (the ωB97M-V functional and the def2-TZVPD basis) results for one molecule with the formula C3HClINS in a non-equilibrium geometry.

Electronic energy, eV: -36074.897
Kohn-Sham gap, eV: 8.995
Lowest unoccupied orbital energy, Eh: 0.0093
Structure (SMILES): Clc1ncsc1I
HOMO level, eV: -8.74
Energy relative to the best compared isomer or geometry (same formula, charge and spin), kcal per mole: 0.0
Spin multiplicity: 1

Each line ends with the Mulliken charge.
Positions of all 8 atoms, in Å:
Cl 2.95 2.72 -0.06  -0.169
C 2.14 1.27 0.11  0.233
N 0.82 1.26 0.07  -0.468
C 0.36 0.05 0.00  -0.007
S 1.58 -1.18 -0.08  -0.101
C 2.80 -0.03 0.09  -0.075
I 4.80 -0.39 -0.02  0.235
H -0.71 -0.22 -0.17  0.352


> What is the formula in the twelfth record?

C3HF3O


> Which formula does entry 8 have?

C3HClINS